# C4H7NO2

One molecule with the formula C4H7NO2 in a non-equilibrium geometry (ωB97M-V/def2-TZVPD, the OMol25 dataset).

Calculated values
Spin multiplicity   1
ΔE to the lowest compared entry with this formula, charge and spin   97.99 kcal/mol
Calculated total energy   -9843.03036 eV
E_HOMO   -8.9 eV
Gap between HOMO and LUMO   8.7 eV

Geometry as XYZ:
```
14
Properties=species:S:1:pos:R:3:nbo_charge:R:1
O -2.2057 -0.4863 0.0553 -0.733
C -1.2426 -0.1096 -0.9039 -0.083
C 0.4271 -0.5083 0.8994 0.012
C -0.4069 1.1145 -0.5021 -0.239
N 0.5342 0.7604 0.5756 -0.521
C 1.7746 -1.0821 0.9779 0.313
O 2.6681 -0.5800 1.6298 -0.534
H -1.7128 -0.9097 0.7818 0.491
H -0.6309 -0.9957 -1.1841 0.179
H -1.7871 0.2172 -1.7814 0.188
H -1.0645 1.9422 -0.2498 0.214
H 0.2696 1.3908 -1.3288 0.202
H 1.4453 1.2511 0.6174 0.383
H 1.8918 -1.9771 0.3070 0.127
```